DFT (ωB97M-V/def2-TZVPD) results for the molecule C15H20N2O at a distorted geometry.

Geometry as XYZ:
```
38
Properties=species:S:1:pos:R:3:forces:R:3
C -2.854 -0.856 -2.493 -2.7762 5.9593 1.4628
C -2.284 -1.023 -1.139 -11.8040 -5.5421 0.2639
C -3.314 -0.392 -0.172 -3.2301 -4.2425 -0.0428
C -2.957 -0.598 1.286 -5.5399 4.4536 -1.1273
H -3.857 -0.843 1.813 -0.6290 0.0528 0.6581
C -2.280 0.571 1.842 -0.8252 0.5353 3.6148
N -1.094 0.744 1.227 4.8795 6.2565 -7.5339
C 0.087 0.121 1.104 -0.8014 -0.9892 4.1213
N 0.073 -0.864 1.932 4.4669 -3.5892 0.5010
H 1.063 -1.405 2.068 -2.9589 1.9351 -0.5992
C 1.097 0.879 0.370 1.6622 -4.5616 0.5888
C 0.535 1.862 -0.350 4.1484 -4.3977 3.0201
O 1.211 2.419 -1.268 -3.9835 4.1771 -3.8207
H 2.110 2.397 -1.318 3.7600 -0.8809 0.4874
C -0.795 1.961 0.045 -0.8242 2.9694 9.9540
H -0.981 2.911 0.807 0.1040 -1.8837 -2.5827
H -1.424 1.803 -0.640 -5.4095 -0.4737 -5.3674
C 2.461 0.074 0.268 -0.0838 14.3467 -0.3963
C 3.725 1.063 0.153 -7.7063 0.8633 2.2459
C 4.858 0.475 0.172 2.8416 -4.8675 -2.6157
C 5.009 -0.938 -0.226 0.0882 1.1218 3.5770
C 3.829 -1.670 -0.009 10.3386 -4.8281 -5.0855
C 2.672 -1.127 0.049 -7.9318 -6.9007 0.8231
H 1.751 -1.839 0.122 1.5321 1.1796 -0.4857
H 4.072 -2.657 -0.555 -1.4134 0.6167 1.7769
H 6.129 -1.323 -0.269 -2.8745 0.4264 -0.2554
H 5.759 0.896 0.082 3.2155 2.6050 0.2595
H 3.537 2.177 0.370 0.4438 -1.8135 -0.3940
H -2.048 0.470 2.956 -0.4853 -0.1867 -1.0239
H -2.801 1.522 1.768 -0.5473 0.0393 -0.1497
H -2.371 -1.333 1.402 4.4733 -5.7700 0.6653
H -4.420 -1.093 -0.391 3.0854 1.9926 0.6293
H -3.689 0.594 -0.372 0.3952 0.7431 -0.4385
H -2.283 -2.199 -0.948 0.5793 2.6062 -0.0639
H -1.523 -0.560 -0.998 9.8809 4.7381 1.3204
H -3.799 -1.185 -2.700 -2.2645 -1.9893 0.0495
H -3.039 0.200 -2.989 1.0330 -1.1366 1.6490
H -2.165 -1.233 -3.001 5.1610 -3.5649 -5.6854
```
Positions in Å, forces in eV/Å.

The molar mass is 244.34 g mol⁻¹. The calculation puts the max |F| at 14.352 eV/A. Its energy above the lowest of the compared OMol25 structures with the same formula, charge and spin is 12.9860 eV. Its structure (SMILES) is [H]/N=C1\C(c2ccccc2)=C(O)CN1CCCCC. The charge is 0. The total energy is -767.90635 hartree. As for the LUMO energy: 0.480 eV. The calculation puts the HOMO energy at -7.90 eV.